# 1
The following is a quantum chemistry calculation of a structure of composition C3H6N4O2, from OMol25.

Positions of all 15 atoms, in Å:
C -1.11865 -0.37709 -0.13965
C 0.00966 -1.04641 -0.20593
C 0.64713 0.88852 -0.14803
H -2.89300 -0.19300 0.85341
H -2.43923 -1.88320 0.26088
H 0.12840 -2.16338 -0.82987
H 2.76726 -0.35398 1.19188
H 2.97670 -0.79146 -0.34929
H -0.27257 2.89462 -0.74904
N -2.44644 -0.88743 0.06731
N 1.12272 -0.35206 -0.25446
N 2.23102 -0.84091 0.42220
N -0.77769 1.04230 -0.42392
O 1.29263 1.94966 -0.11583
O -1.22796 2.11381 0.42034

Atoms 1-6, force components in eV/Å:
C -2.748 0.959 0.402
C -2.282 -8.926 -2.583
C 1.116 5.801 -2.633
H 1.161 -2.846 -2.465
H -0.055 0.450 0.494
H -0.761 2.959 2.647

**HOMO level**: -8.133 eV
**E_LUMO**: -0.965 eV
**ΔE to the lowest compared entry with this formula, charge and spin**: 9.655 eV

Here is what natural (NBO) gives for the atomic charges, in e: C 0.26; C -0.14; C 0.74; H 0.41; H 0.39; H 0.21; H 0.39; H 0.36; H 0.50; N -0.83; N -0.30; N -0.65; N -0.19; O -0.61; O -0.54

---

# 2
The following is a quantum chemistry calculation of a cluster of 13 separate species, C72H168N2O35 in total, from OMol25.

Positions of all 277 atoms, in Å:
C 0.60063 -6.21188 8.74710
O 0.01878 -6.39637 7.45999
C 0.43270 -5.42863 6.52324
C -0.65362 -5.36122 5.44536
O -0.00416 -4.96985 4.24889
C -0.70517 -5.23117 3.07550
C 0.02199 -4.77504 1.82505
O -0.66601 -5.23387 0.69190
C -0.21208 -4.56603 -0.46637
H -0.06111 -5.50604 9.27368
H 1.54128 -5.66719 8.66985
H 0.53577 -7.08816 9.38483
H 1.44456 -5.58706 6.14249
H 0.45341 -4.43517 6.99253
H -1.36811 -4.59375 5.74854
H -1.04289 -6.36826 5.27477
H -1.68363 -4.73625 3.19808
H -0.91770 -6.30933 3.00170
H 1.07813 -5.08578 1.89177
H 0.22250 -3.69491 1.75964
H 0.87557 -4.44807 -0.52274
H -0.65586 -3.57022 -0.53846
H -0.47287 -5.17926 -1.32824
C 2.48843 -1.48595 -4.93699
O 3.73697 -1.00704 -5.42182
C 4.84200 -1.77742 -5.01928
C 4.66564 -3.31146 -5.00009
O 4.30791 -3.83102 -6.25628
C 4.88778 -5.09213 -6.60304
C 4.43326 -5.57859 -7.97655
O 5.31515 -6.63825 -8.26619
C 4.84101 -7.63438 -9.15559
H 1.74705 -0.67765 -4.90785
H 2.65178 -1.47453 -3.85082
H 1.96053 -2.32359 -5.38438
H 5.06751 -1.45390 -4.00243
H 5.69050 -1.64506 -5.68998
H 3.92313 -3.65111 -4.26529
H 5.57579 -3.74476 -4.56531
H 4.43705 -5.77653 -5.87704
H 5.97283 -5.08360 -6.51304
H 4.49491 -4.76546 -8.70954
H 3.40126 -5.93713 -8.01608
H 4.53812 -8.59694 -8.73509
H 5.63808 -7.90423 -9.84904
H 3.99755 -7.22455 -9.71409
C 1.30314 1.15043 5.76244
O 0.38846 0.51644 4.87842
C 0.45215 -0.90280 4.88448
C 1.78486 -1.49830 4.42476
O 2.85114 -1.50454 5.33456
C 4.08359 -1.93233 4.80455
C 4.13052 -3.44002 4.57170
O 3.79394 -4.19064 5.70264
C 4.77120 -4.18609 6.70529
H 1.46960 2.17750 5.44596
H 2.23023 0.58880 5.87222
H 0.83817 1.16676 6.75618
H -0.35087 -1.18090 4.20052
H 0.13611 -1.33050 5.84454
H 2.05231 -0.86670 3.56557
H 1.52682 -2.48896 4.03509
H 4.84566 -1.65918 5.53911
H 4.28413 -1.29634 3.93257
H 4.94737 -3.76300 3.91532
H 3.30842 -3.57884 3.85713
H 5.01318 -3.16182 7.00149
H 5.66490 -4.78559 6.49980
H 4.38834 -4.64614 7.62013
C -3.61309 2.42442 2.05483
O -2.93423 2.07694 3.23397
C -2.34318 0.78620 3.22964
C -3.36377 -0.34216 3.47192
O -4.19759 -0.24722 4.58885
C -3.57138 -0.44876 5.88206
C -4.38441 0.18059 6.95075
O -5.24615 -0.79956 7.51580
C -6.02238 -0.35272 8.61075
H -4.17002 3.34872 2.23553
H -4.44528 1.77090 1.78109
H -2.91971 2.66482 1.24738
H -1.62746 0.81636 4.05348
H -1.81182 0.62672 2.28659
H -2.76999 -1.27009 3.51566
H -4.13835 -0.36253 2.70243
H -2.60655 0.04806 5.74905
H -3.43447 -1.53001 5.96047
H -4.99677 0.96836 6.50146
H -3.74214 0.60253 7.73078
H -5.99752 0.73151 8.75383
H -5.56671 -0.79757 9.49943
H -7.07016 -0.63585 8.52182
C 0.84870 3.04806 2.05224
O 1.34198 3.50368 0.81693
C 2.51219 4.28280 0.80877
C 3.69869 3.46867 0.27932
O 4.90841 4.17730 0.51195
C 5.88566 3.82094 -0.44642
C 7.24726 4.37512 0.01457
O 8.22011 4.11904 -0.95716
C 9.51334 3.87154 -0.44256
H 1.65810 2.65424 2.67389
H 0.06585 2.29561 1.96539
H 0.34604 3.86594 2.58509
H 2.78707 4.57837 1.82892
H 2.30149 5.18928 0.24149
H 3.62119 3.45623 -0.81262
H 3.65643 2.48209 0.74758
H 5.67717 4.15157 -1.46801
H 5.90306 2.72344 -0.43790
H 7.57151 4.06805 1.01400
H 7.14488 5.46696 0.09829
H 9.78864 4.70958 0.20866
H 10.28555 3.79420 -1.20143
H 9.50779 2.98348 0.19645
C -3.03575 3.29473 -3.69727
O -2.84979 2.49358 -2.56675
C -1.77323 2.97185 -1.78604
C -0.43644 2.47839 -2.31120
O -0.21027 1.12436 -1.92471
C 1.16551 0.78261 -1.74782
C 1.36280 -0.65459 -1.28536
O 0.62676 -0.96332 -0.14326
C 0.93200 -0.17683 0.97109
H -3.02161 4.37856 -3.52957
H -4.04156 3.31175 -4.13700
H -2.44357 3.03609 -4.57944
H -1.83949 2.78577 -0.71340
H -1.72788 4.06453 -1.85455
H 0.34112 3.20182 -2.05430
H -0.52079 2.39201 -3.39897
H 1.56528 1.50423 -1.02758
H 1.68571 1.04028 -2.67640
H 2.43231 -0.63866 -1.00210
H 1.38608 -1.43402 -2.04613
H 1.96599 0.13176 1.15305
H 0.61173 -0.80714 1.80775
H 0.27479 0.69463 1.05827
C 2.56366 3.36014 -4.81783
O 3.39604 3.09785 -3.72759
C 4.45500 2.20414 -4.06422
C 4.71118 1.39575 -2.78071
O 5.70374 0.43034 -3.04459
C 6.19412 -0.25528 -1.92906
C 7.29058 0.52948 -1.13223
O 7.11996 0.29086 0.22824
C 8.27086 0.40944 1.04875
H 1.76341 4.07235 -4.60300
H 2.07741 2.47025 -5.23411
H 3.08208 3.85209 -5.65312
H 5.30002 2.87977 -4.22511
H 4.31133 1.48573 -4.87159
H 3.82520 0.78753 -2.56442
H 5.00881 2.03467 -1.94484
H 6.68105 -1.16185 -2.28904
H 5.35165 -0.54002 -1.28889
H 7.22057 1.58580 -1.41613
H 8.23163 0.06206 -1.44634
H 7.95670 0.18100 2.06641
H 8.61375 1.44194 0.95598
H 8.97757 -0.38063 0.77623
C -6.47179 3.12425 -2.25603
O -7.15870 3.08311 -1.02997
C -6.42518 2.30065 -0.10606
C -7.16017 2.39475 1.24571
O -8.41010 1.76856 1.08578
C -9.04687 1.38467 2.27531
C -10.51568 1.14177 1.94261
O -11.23562 2.37837 1.88575
C -10.89982 3.24266 0.83833
H -5.45613 3.54540 -2.21776
H -6.99597 3.74613 -2.98093
H -6.32479 2.08942 -2.59086
H -5.37969 2.60230 -0.00655
H -6.40377 1.22708 -0.32076
H -7.34565 3.40847 1.62680
H -6.63187 1.87618 2.05803
H -9.08062 2.15027 3.05759
H -8.68281 0.42711 2.66344
H -11.02733 0.62897 2.75543
H -10.59402 0.60450 0.99385
H -11.66662 3.98985 0.61231
H -10.86384 2.74834 -0.14185
H -9.96402 3.80168 0.90298
C -0.65930 6.25738 -4.52485
O -0.39927 7.47286 -3.88296
C -1.17963 7.65023 -2.70518
C -0.58357 7.16379 -1.37078
O -1.36147 6.19908 -0.72694
C -1.04954 5.77083 0.57971
C -2.00861 6.45165 1.58032
O -3.31985 5.99000 1.52774
C -4.11999 6.50902 0.45927
H -1.73428 6.20098 -4.76023
H -0.53666 5.36723 -3.89154
H -0.14550 6.10047 -5.46963
H -2.10113 7.11661 -2.97224
H -1.52519 8.67971 -2.62278
H -0.41027 8.05211 -0.75561
H 0.37902 6.70338 -1.63116
H 0.00471 5.89943 0.83931
H -1.26448 4.70193 0.64337
H -1.96983 7.54931 1.53791
H -1.57088 6.24197 2.56373
H -4.19257 7.59956 0.59007
H -5.07722 6.04062 0.66344
H -3.75211 6.49360 -0.56697
C 11.06060 -5.11204 -0.09418
O 10.62113 -3.78551 -0.30075
C 9.34347 -3.54071 -0.79736
C 8.24718 -4.08813 0.10725
O 7.00023 -3.76901 -0.44787
C 5.94081 -4.68828 -0.15248
C 4.59166 -4.25629 -0.69699
O 4.34768 -2.85275 -0.46657
C 4.60819 -2.38198 0.84210
H 12.11968 -4.90891 0.06750
H 11.01684 -5.82980 -0.92095
H 10.63880 -5.64603 0.76107
H 9.12727 -4.00982 -1.77034
H 9.06112 -2.51054 -1.02954
H 8.39760 -3.58865 1.07181
H 8.43972 -5.16281 0.18707
H 5.85569 -4.72383 0.93464
H 6.23820 -5.65165 -0.56963
H 3.71628 -4.69111 -0.20714
H 4.51263 -4.40115 -1.77343
H 3.83075 -1.68086 1.15406
H 5.55145 -1.82977 0.79136
H 4.70830 -3.13612 1.62572
C -8.21518 -1.49856 4.95963
O -8.23692 -1.66491 3.55274
C -6.98640 -1.73365 2.93750
C -7.21836 -2.25210 1.53127
O -6.19565 -2.02826 0.56351
C -5.03990 -2.79037 0.90278
C -3.88925 -2.36662 -0.01836
O -3.42971 -1.11597 0.38347
C -2.99123 -0.12618 -0.51898
H -7.68408 -2.35417 5.37803
H -9.24385 -1.38385 5.29806
H -7.76745 -0.54270 5.25501
H -6.31178 -2.37792 3.51404
H -6.47685 -0.76554 2.82495
H -8.13750 -1.85620 1.09187
H -7.50255 -3.31345 1.50980
H -5.21440 -3.84828 0.68445
H -4.69253 -2.64512 1.92672
H -4.15152 -2.33706 -1.08237
H -3.15928 -3.18282 0.08809
H -2.15509 -0.36133 -1.18355
H -2.68032 0.66799 0.15239
H -3.80880 0.20578 -1.16639
C -4.82498 -2.25661 -4.47813
O -5.80347 -1.65019 -4.11940
N -3.52355 -1.87513 -4.47119
C -3.03263 -0.54527 -4.06926
C -2.43649 -2.75325 -4.88000
H -4.86334 -3.31730 -4.78557
H -3.71681 -0.22619 -3.28663
H -3.08510 0.09559 -4.95229
H -2.00820 -0.55774 -3.70652
H -1.78048 -3.15530 -4.10263
H -2.86948 -3.70255 -5.21630
H -1.87449 -2.27890 -5.68218
C -5.21027 5.01046 -6.19153
O -4.02930 5.15529 -6.44004
N -5.83641 3.80002 -6.26208
C -7.26407 3.63826 -6.19203
C -5.10713 2.58972 -6.59760
H -5.86528 5.82145 -5.84286
H -7.71830 3.19678 -7.08259
H -7.77777 4.59411 -6.07219
H -7.50336 3.00902 -5.33130
H -5.47876 1.62469 -6.24948
H -5.19966 2.35020 -7.66910
H -4.04244 2.75359 -6.46026

Atoms 1-6, force components in eV/Å:
C -1.468 1.599 -0.033
O 0.438 -0.737 0.285
C -0.613 0.728 0.378
C 1.458 -0.300 -0.504
O 1.321 0.610 -0.040
C -1.457 -0.026 0.199

**HOMO level**: -8.793 eV
**E_LUMO**: 0.282 eV
**ΔE to the lowest compared entry with this formula, charge and spin**: 0.000 eV

These are the Löwdin partial charges, in e, on atoms 1 to 99: C -0.09; O -0.19; C -0.21; C -0.16; O -0.16; C -0.20; C -0.22; O -0.16; C -0.11; H 0.09; H 0.08; H 0.09; H 0.12; H 0.12; H 0.13; H 0.13; H 0.13; H 0.13; H 0.13; H 0.12; H 0.08; H 0.08; H 0.09; C -0.09; O -0.17; C -0.18; C -0.22; O -0.14; C -0.17; C -0.20; O -0.19; C -0.10; H 0.08; H 0.08; H 0.10; H 0.10; H 0.14; H 0.11; H 0.12; H 0.13; H 0.13; H 0.13; H 0.12; H 0.08; H 0.08; H 0.08; C -0.08; O -0.22; C -0.18; C -0.20; O -0.14; C -0.18; C -0.22; O -0.16; C -0.11; H 0.08; H 0.08; H 0.09; H 0.11; H 0.13; H 0.12; H 0.12; H 0.12; H 0.13; H 0.12; H 0.11; H 0.08; H 0.09; H 0.09; C -0.11; O -0.16; C -0.18; C -0.20; O -0.15; C -0.15; C -0.20; O -0.19; C -0.11; H 0.09; H 0.07; H 0.07; H 0.09; H 0.11; H 0.12; H 0.10; H 0.12; H 0.13; H 0.14; H 0.13; H 0.08; H 0.09; H 0.08; C -0.10; O -0.21; C -0.19; C -0.17; O -0.12; C -0.19; C -0.20

---

# 3
The following is a quantum chemistry calculation of a cluster of 6 separate species, H12O6 in total, from OMol25.

Positions of all 18 atoms, in Å:
O 2.13231 0.24973 0.55143
H 1.96289 0.44150 -0.37093
H 3.02120 0.57044 0.70389
O -0.65740 0.46757 0.11867
H 0.26817 0.33669 0.32463
H -1.12555 -0.00646 0.80596
O -0.07909 2.06907 -1.98199
H 0.73692 1.63092 -2.22365
H -0.49028 1.47912 -1.35023
O 1.70625 2.29166 3.01690
H 1.98886 1.78520 2.25542
H 2.52050 2.55324 3.44680
O -3.14428 -2.40900 0.27586
H -2.28910 -2.40122 -0.15407
H -3.73187 -2.80797 -0.36585
O -0.96608 -2.12977 -1.29733
H -1.33211 -1.42297 -1.82902
H -0.52135 -2.69775 -1.92649

Atoms 1-6, force components in eV/Å:
O -0.794 -0.468 1.014
H 0.232 0.190 -1.213
H 0.950 0.223 0.014
O -0.726 0.094 -0.046
H 0.576 -0.066 0.372
H -0.226 -0.150 0.111

**HOMO level (spin up / spin down)**: 0.299 / -7.409 eV
**Net charge**: -1
**E_LUMO (spin up / spin down)**: 3.211 / 3.230 eV
**ΔE to the lowest compared entry with this formula, charge and spin**: 0.771 eV
**Spin multiplicity**: 2

Here is what natural (NBO) gives for the atomic charges, in e: O -1.34; H 0.34; H 0.35; O -1.00; H 0.49; H 0.48; O -1.02; H 0.41; H 0.49; O -0.98; H 0.48; H 0.44; O -0.98; H 0.50; H 0.45; O -1.03; H 0.47; H 0.45

---

Question: Among the records above, which one has the lowest ΔE to the lowest compared entry with this formula, charge and spin?
Answer: C72H168N2O35

---

Question: Which of these has the highest ΔE to the lowest compared entry with this formula, charge and spin?
Answer: C3H6N4O2